(1)
C20H24N2O3S in the gas phase in a non-equilibrium geometry, computed with the ωB97M-V functional and the def2-TZVPD basis.

Structure (XYZ):
```
50
Properties=species:S:1:pos:R:3:forces:R:3
C 2.182 1.832 -3.804 0.1 -0.4 0.2
C 2.989 0.541 -3.699 0.0 0.3 -0.4
O 2.973 -0.011 -2.398 -0.1 -0.2 0.4
C 1.880 -0.707 -1.956 0.1 0.0 0.2
C 0.757 -0.973 -2.731 0.1 0.1 -0.1
C -0.332 -1.656 -2.220 0.1 -0.1 0.1
C -0.321 -2.113 -0.913 0.2 0.0 -0.2
C -1.512 -2.793 -0.324 -0.4 0.4 0.2
S -2.957 -1.661 -0.281 -0.2 -0.4 -0.2
C -2.373 -0.428 0.812 -0.2 0.1 -0.1
N -1.258 -0.671 1.470 0.0 -0.2 0.2
C -0.760 0.248 2.287 -0.1 0.4 0.1
C 0.526 -0.093 2.963 0.0 0.1 0.0
C -1.408 1.461 2.499 -0.1 0.0 -0.2
C -2.597 1.732 1.836 -0.1 -0.2 0.0
C -3.339 3.029 2.052 0.0 0.3 0.0
O -4.722 2.868 2.239 0.1 0.1 -0.2
C -5.059 2.212 3.435 0.0 -0.1 0.2
C -3.101 0.770 0.956 1.0 -0.2 0.6
C -4.282 0.972 0.212 -0.4 0.1 -0.3
N -5.220 1.102 -0.435 -0.3 0.0 -0.2
C 0.810 -1.887 -0.145 0.2 0.0 -0.3
C 1.907 -1.190 -0.633 -0.1 -0.1 -0.1
O 2.901 -0.972 0.286 -0.4 0.2 -0.1
C 4.262 -0.985 -0.112 0.6 -0.1 -0.1
C 4.671 -2.304 -0.757 -0.3 0.3 0.2
H 1.131 1.655 -3.589 -0.1 0.0 0.0
H 2.274 2.239 -4.808 0.0 0.1 -0.1
H 2.559 2.560 -3.091 0.0 0.1 0.0
H 4.047 0.752 -3.884 -0.2 -0.1 -0.1
H 2.654 -0.195 -4.439 0.1 0.0 0.1
H 0.709 -0.629 -3.752 0.1 0.1 -0.1
H -1.200 -1.816 -2.842 -0.1 0.0 -0.1
H -1.326 -3.122 0.695 0.0 -0.1 -0.1
H -1.856 -3.626 -0.938 0.0 0.0 0.1
H 0.786 0.655 3.706 0.1 0.0 0.1
H 1.321 -0.154 2.219 0.1 0.0 0.0
H 0.448 -1.068 3.439 0.0 -0.1 0.0
H -0.990 2.189 3.177 0.0 0.1 0.1
H -2.894 3.564 2.906 0.0 -0.1 -0.1
H -3.243 3.654 1.157 0.1 0.0 0.1
H -6.145 2.178 3.468 0.0 0.0 0.1
H -4.681 2.762 4.307 0.0 0.0 0.0
H -4.664 1.189 3.467 0.0 0.0 0.0
H 0.855 -2.239 0.873 0.0 0.0 0.1
H 4.805 -0.839 0.826 0.0 0.0 -0.1
H 4.481 -0.151 -0.784 0.0 -0.1 0.2
H 4.148 -2.442 -1.701 0.0 0.0 -0.1
H 5.741 -2.303 -0.946 0.1 0.0 0.0
H 4.427 -3.136 -0.100 0.0 -0.1 0.0
```
Positions in Å, forces in eV/Å.

Results
Kohn-Sham gap	8.4	eV
ΔE to the lowest compared entry with this formula, charge and spin	3.2816	eV
net charge	0
SMILES string	CCOc1ccc(CSc2nc(C)cc(COC)c2C#N)cc1OCC

Atomic partial charges in e from the Mulliken method, atoms 1 to 2: -1.0924 -0.5722

***

(2)
A 2-piece molecular cluster, C3H5IOS overall in a non-equilibrium geometry, computed with the ωB97M-V functional and the def2-TZVPD basis.

Structure (XYZ):
```
11
Properties=species:S:1:pos:R:3:forces:R:3
C -0.274 0.187 0.947 1.2 2.8 1.8
C 0.182 1.310 -0.025 1.5 -0.7 0.8
C 0.752 -1.106 -0.566 0.0 0.0 -2.1
O 0.479 -0.948 0.650 -0.4 -2.2 0.9
S 0.630 0.301 -1.517 0.6 0.4 0.2
I -2.220 -2.141 -1.631 0.8 0.2 0.3
H 0.068 0.301 1.990 -0.4 0.9 -0.4
H -1.333 0.107 0.981 -0.9 -1.1 -0.6
H -0.535 1.988 -0.368 -1.8 0.5 -0.3
H 0.956 2.011 0.408 -0.1 -1.3 -0.7
H 1.294 -2.011 -0.870 -0.6 0.4 0.1
```
Positions in Å, forces in eV/Å.

Results
Kohn-Sham gap	6.1	eV
ΔE to the lowest compared entry with this formula, charge and spin	1.7544	eV
net charge	0

Atomic partial charges in e from the Mulliken method, atoms 1 to 2: -0.3739 -0.4379

***

(3)
A 10-piece molecular cluster, C30H60O10 overall in a non-equilibrium geometry, computed with the ωB97M-V functional and the def2-TZVPD basis.

Structure (XYZ):
```
100
Properties=species:S:1:pos:R:3:forces:R:3
C 4.235 -1.780 -2.345 1.0 0.6 0.1
C 4.177 -1.374 -0.883 0.3 0.1 1.0
O 4.276 -2.192 0.040 -0.4 1.5 -1.5
C 4.147 0.177 -0.632 -0.9 -1.2 0.0
H 4.884 -2.650 -2.442 -0.6 -0.4 -0.1
H 4.773 -0.995 -2.877 0.2 0.3 0.1
H 3.302 -1.781 -2.908 -0.3 -0.5 0.4
H 3.784 0.692 -1.521 0.6 -0.1 -0.2
H 5.124 0.507 -0.279 0.0 0.0 -0.2
H 3.395 0.464 0.103 0.2 -0.4 0.3
C 1.435 -4.222 -1.105 0.4 0.1 0.1
C 1.096 -4.292 0.382 -1.7 0.3 -1.2
O -0.092 -4.354 0.682 0.6 0.2 0.4
C 2.176 -4.378 1.404 0.2 0.3 -0.3
H 2.330 -4.805 -1.321 0.0 -0.1 -0.1
H 1.656 -3.206 -1.431 0.3 0.3 0.4
H 0.609 -4.497 -1.761 -0.1 -0.4 0.4
H 2.262 -5.459 1.516 0.5 -0.1 0.4
H 1.901 -3.900 2.344 -0.2 -0.3 -0.1
H 3.108 -3.930 1.059 0.0 -0.3 -0.1
C 0.016 -0.675 0.173 0.4 -0.3 -0.3
C 0.004 0.709 -0.427 0.9 0.8 0.0
O 1.056 1.241 -0.816 -1.9 -1.1 0.6
C -1.315 1.462 -0.505 0.2 0.0 -0.2
H -0.383 -1.423 -0.512 0.0 0.1 -0.3
H -0.595 -0.825 1.063 0.2 0.5 0.1
H 1.062 -0.933 0.338 0.0 -0.1 0.3
H -1.776 1.638 0.467 0.5 0.2 0.3
H -2.126 0.910 -0.978 0.3 -0.2 -0.5
H -1.131 2.407 -1.017 -0.3 0.0 0.1
C 3.473 3.531 -2.694 -0.1 0.7 0.5
C 2.226 4.430 -2.770 -0.4 -1.1 0.4
O 1.886 5.054 -3.738 0.4 0.1 -0.4
C 1.329 4.462 -1.523 -0.2 0.3 -0.5
H 3.279 2.649 -2.083 -0.1 0.1 0.0
H 4.170 4.159 -2.140 0.3 -0.1 0.2
H 4.000 3.240 -3.602 -0.5 0.3 -0.3
H 0.518 5.153 -1.752 0.2 0.3 0.2
H 1.842 4.746 -0.604 0.1 0.0 -0.1
H 0.831 3.508 -1.346 0.5 -0.3 -0.1
C 2.805 2.900 1.403 0.6 0.4 -0.3
C 3.911 3.717 2.057 -0.6 -1.8 2.2
O 4.146 3.610 3.268 -0.4 0.5 -2.2
C 4.781 4.497 1.157 0.5 0.8 0.3
H 2.561 2.009 1.982 -0.2 0.3 0.0
H 3.170 2.621 0.414 0.0 -0.3 0.0
H 1.948 3.530 1.169 -0.2 -0.1 0.4
H 4.334 4.824 0.218 -0.1 0.0 0.2
H 5.635 3.859 0.928 0.1 0.0 -0.1
H 5.119 5.323 1.782 0.3 0.2 -0.5
C -2.643 -2.940 -2.072 1.3 -0.8 0.7
C -3.219 -1.923 -1.184 -1.8 2.2 0.9
O -2.892 -1.692 -0.020 0.0 -0.8 -1.0
C -4.385 -1.086 -1.773 0.3 -1.3 -0.2
H -1.875 -3.440 -1.483 0.2 -0.2 -0.2
H -2.182 -2.467 -2.940 -0.1 0.0 -0.1
H -3.360 -3.694 -2.397 -0.2 0.3 -0.1
H -5.240 -1.265 -1.122 0.0 0.5 0.2
H -4.684 -1.524 -2.726 0.1 0.2 -0.2
H -4.173 -0.026 -1.910 0.0 -0.1 0.3
C 2.222 -1.412 3.737 0.7 0.5 1.2
C 0.727 -1.267 3.925 -1.0 0.7 -1.6
O 0.137 -0.261 3.504 0.8 -1.8 1.1
C -0.081 -2.437 4.548 0.0 1.5 -0.3
H 2.598 -1.822 2.800 -0.5 0.0 -0.2
H 2.709 -1.974 4.535 -0.4 -0.6 0.0
H 2.707 -0.449 3.896 -0.3 0.4 -0.5
H -1.117 -2.100 4.586 0.2 0.1 0.3
H 0.288 -2.580 5.564 0.0 -0.6 -0.1
H -0.108 -3.319 3.908 0.7 -0.2 0.2
C -0.607 -0.045 -5.129 0.2 0.3 0.9
C 0.751 -0.034 -4.434 1.4 -0.8 0.2
O 1.352 -1.077 -4.218 -0.6 0.4 0.0
C 1.428 1.291 -4.034 -1.1 0.0 -0.7
H -1.324 0.338 -4.403 -0.1 0.7 -0.1
H -1.014 -1.032 -5.348 0.7 -0.1 -0.3
H -0.543 0.596 -6.008 -0.4 0.0 0.0
H 2.439 1.195 -3.639 -0.3 -0.5 0.0
H 0.790 1.824 -3.329 0.0 -0.1 0.2
H 1.460 1.956 -4.897 0.1 0.0 -0.2
C -3.334 -0.803 3.605 -0.8 0.3 0.2
C -4.129 -2.130 3.723 -1.2 1.2 1.2
O -5.341 -2.104 3.961 2.3 0.1 -0.7
C -3.358 -3.393 3.634 -0.5 -1.2 -0.8
H -2.986 -0.883 2.575 0.3 0.3 -0.2
H -2.526 -0.708 4.330 0.3 -0.9 -0.2
H -3.902 0.105 3.806 -0.6 -0.3 -0.5
H -4.038 -4.241 3.554 0.1 0.0 0.5
H -2.660 -3.447 4.469 -0.2 0.0 0.1
H -2.778 -3.432 2.712 0.2 0.5 -0.2
C -6.790 3.356 0.442 1.3 0.0 -0.3
C -5.598 2.425 0.357 -0.2 -1.0 -1.0
O -4.787 2.465 -0.547 -0.3 0.3 0.6
C -5.540 1.296 1.368 0.0 0.5 0.1
H -7.728 2.843 0.227 0.0 -0.1 0.2
H -6.591 4.105 -0.324 -0.4 0.2 0.3
H -6.756 3.757 1.455 -0.5 0.3 -0.1
H -4.522 0.906 1.393 -0.2 -0.1 0.1
H -6.254 0.534 1.056 0.1 -0.2 -0.1
H -5.896 1.659 2.332 0.2 -0.1 0.2
```
Positions in Å, forces in eV/Å.

Results
Kohn-Sham gap (alpha / beta)	6.1 / 2.3	eV
ΔE to the lowest compared entry with this formula, charge and spin	0.0000	eV
multiplicity	2
net charge	+1
<S²>	0.757

Atomic partial charges in e from the Mulliken method, atoms 1 to 2: -1.2781 0.7280

***

(4)
C23H19CdFN3O3Te as an isolated structure in a non-equilibrium geometry, computed with the ωB97M-V functional and the def2-TZVPD basis.

Structure (XYZ):
```
51
Properties=species:S:1:pos:R:3:forces:R:3
Cd -18.192 -5.859 -5.813 -0.7 0.1 -0.9
N -20.257 -7.621 -9.413 -0.2 -0.3 -0.8
C -19.656 -7.732 -10.644 -0.2 0.4 0.8
C -20.311 -8.018 -11.821 -0.4 -0.1 0.3
C -19.636 -8.054 -13.048 -0.6 0.2 -0.2
C -18.296 -7.855 -13.148 0.4 0.0 0.4
C -17.572 -7.615 -11.946 -0.6 0.3 -0.3
C -16.184 -7.396 -11.955 0.3 -0.5 -0.8
C -15.521 -7.138 -10.800 0.6 -0.1 0.4
C -16.266 -7.087 -9.602 0.1 0.2 0.1
N -17.555 -7.263 -9.568 -0.7 0.1 0.4
C -18.248 -7.509 -10.709 1.2 -0.3 -0.3
H -19.799 -7.010 -8.747 0.0 0.0 0.3
H -21.261 -7.506 -9.419 0.2 0.0 0.1
H -21.388 -8.192 -11.791 0.2 0.1 0.0
H -20.271 -8.146 -13.918 0.2 -0.2 -0.3
H -17.762 -7.837 -14.089 -0.1 -0.1 -0.1
H -15.680 -7.528 -12.923 0.0 0.3 0.5
H -14.438 -7.027 -10.748 -0.2 0.1 -0.2
H -15.788 -6.863 -8.642 -0.3 -0.2 -0.4
C -11.679 -4.659 -1.779 -0.1 1.0 -0.4
C -11.558 -5.653 -2.908 -0.8 0.5 -1.2
C -10.187 -5.570 -3.625 -0.7 -0.1 1.1
C -10.295 -4.614 -4.788 0.9 -0.2 -0.6
C -11.208 -5.230 -5.786 0.6 -0.2 -0.5
C -10.891 -5.499 -7.101 0.5 0.4 -0.2
C -11.891 -6.003 -7.923 0.0 -0.6 -0.1
F -11.599 -6.294 -9.216 0.0 0.2 0.2
C -13.156 -6.259 -7.457 -0.5 0.4 -0.4
C -13.495 -5.988 -6.138 0.2 -0.1 0.3
C -14.917 -6.055 -5.666 -0.3 0.1 -0.4
O -15.849 -6.332 -6.459 1.1 0.3 0.8
C -15.067 -5.704 -4.275 -0.2 -0.4 0.8
C -13.976 -5.494 -3.476 1.0 -0.3 -1.6
N -12.677 -5.436 -3.918 -0.3 0.1 0.1
C -12.442 -5.589 -5.299 -1.7 0.0 1.4
C -16.369 -5.831 -3.423 0.2 0.1 -1.0
O -16.301 -5.432 -2.274 -0.1 0.0 0.5
O -17.368 -6.372 -3.997 0.7 -0.2 1.1
H -10.968 -4.949 -1.029 0.3 -0.1 0.6
H -12.679 -4.574 -1.336 0.3 -0.2 -0.1
H -11.403 -3.640 -2.129 -0.1 -0.6 0.1
H -11.733 -6.656 -2.553 0.1 -0.4 0.4
H -9.928 -6.570 -3.960 0.2 -0.1 -0.3
H -9.446 -5.272 -2.877 0.0 0.1 -0.1
H -9.313 -4.433 -5.245 -0.2 0.1 0.2
H -10.729 -3.668 -4.483 0.1 0.3 0.2
H -9.877 -5.274 -7.471 -0.7 -0.1 0.0
H -13.964 -6.574 -8.096 0.1 -0.1 -0.3
H -14.158 -5.416 -2.428 0.0 0.1 0.5
Te -20.518 -5.176 -6.629 0.0 0.1 -0.2
```
Positions in Å, forces in eV/Å.

Results
Kohn-Sham gap	4.8	eV
ΔE to the lowest compared entry with this formula, charge and spin	0.0000	eV
net charge	-1

Atomic partial charges in e from the Mulliken method, atoms 1 to 2: 0.5796 -0.3336

***

(5)
AlH4InNO5P as an isolated structure in a non-equilibrium geometry, computed with the ωB97M-V functional and the def2-TZVPD basis.

Structure (XYZ):
```
13
Properties=species:S:1:pos:R:3:forces:R:3
O -3.464 1.004 -0.149 -0.1 -0.1 -0.6
N -3.703 -0.180 -0.113 -0.3 0.3 0.9
O -2.784 -0.964 0.101 -0.2 -0.3 -0.5
In -1.190 0.443 -0.418 -0.2 1.4 -0.1
P 1.313 -0.345 -0.604 1.2 0.2 -0.5
O 1.772 0.284 -1.822 -0.1 0.2 0.0
O 2.256 0.129 0.674 -0.3 0.0 0.1
O 1.222 -1.905 -0.569 -0.2 0.3 0.6
H -1.627 1.082 -1.976 0.2 -0.8 -0.2
H -1.101 1.565 0.964 0.2 -0.9 0.4
H 1.928 0.055 1.583 -1.1 -0.7 -0.3
H 1.679 -2.371 0.156 -0.2 -0.2 -0.2
Al 3.698 1.202 2.174 1.1 0.7 0.2
```
Positions in Å, forces in eV/Å.

Results
Kohn-Sham gap	4.7	eV
net charge	+2

Atomic partial charges in e from the Mulliken method, atoms 1 to 2: -0.2469 0.6240

***

(6)
C6H13N in the gas phase in a non-equilibrium geometry, computed with the ωB97M-V functional and the def2-TZVPD basis.

Structure (XYZ):
```
20
Properties=species:S:1:pos:R:3:forces:R:3
C 1.540 -2.516 -0.566 0.2 2.8 4.5
C 1.555 -1.251 0.062 1.7 -2.2 -1.7
C 1.917 0.118 -0.594 -1.3 -0.1 1.0
C 0.997 1.227 0.038 -0.1 1.7 1.1
N -0.499 1.152 -0.160 1.1 0.1 1.1
C -1.530 0.793 0.818 0.6 -1.7 2.2
C -2.875 0.397 0.105 0.8 -2.8 1.4
H 1.448 -3.352 0.166 -0.2 0.5 -0.9
H 1.846 -2.784 -1.539 -0.1 0.3 -1.2
H 1.549 -1.215 1.188 -0.5 -0.2 -1.3
H 1.700 0.125 -1.676 0.2 -0.3 0.3
H 2.989 0.461 -0.446 -1.2 -0.7 0.0
H 1.217 2.169 -0.502 0.4 -0.4 0.3
H 1.293 1.490 1.138 -0.8 -0.9 -1.8
H -0.614 0.649 -0.989 -0.5 -1.0 -1.4
H -1.673 1.610 1.533 -0.4 0.6 -0.7
H -1.206 0.046 1.640 -0.2 0.1 -1.6
H -3.719 0.709 0.676 -0.6 0.8 0.3
H -2.751 0.913 -0.784 -0.7 0.9 -2.0
H -3.186 -0.743 -0.107 1.6 2.3 0.4
```
Positions in Å, forces in eV/Å.

Results
Kohn-Sham gap	9.5	eV
ΔE to the lowest compared entry with this formula, charge and spin	2.6160	eV
net charge	0
SMILES string	C=CCCNCC

Atomic partial charges in e from the Mulliken method, atoms 1 to 2: -0.8208 0.0299